{"formula": "C21H56O21S7", "method": "the ωB97M-V functional and the def2-TZVPD basis", "species": ["O", "S", "O", "O", "C", "C", "C", "H", "H", "H", "H", "H", "H", "H", "H", "O", "S", "O", "O", "C", "C", "C", "H", "H", "H", "H", "H", "H", "H", "H", "O", "S", "O", "O", "C", "C", "C", "H", "H", "H", "H", "H", "H", "H", "H", "O", "S", "O", "O", "C", "C", "C", "H", "H", "H", "H", "H", "H", "H", "H", "O", "S", "O", "O", "C", "C", "C", "H", "H", "H", "H", "H", "H", "H", "H", "O", "S", "O", "O", "C", "C", "C", "H", "H", "H", "H", "H", "H", "H", "H", "O", "S", "O", "O", "C", "C", "C", "H", "H", "H", "H", "H", "H", "H", "H"], "positions_angstrom": [[4.631, -4.298, -3.128], [3.944, -4.573, -1.872], [4.778, -4.778, -0.643], [2.918, -3.243, -1.642], [2.435, -2.948, -0.363], [3.528, -2.103, 0.429], [2.754, -5.893, -1.875], [1.972, -3.849, 0.038], [1.510, -2.395, -0.527], [3.018, -1.686, 1.297], [3.977, -1.267, -0.107], [4.417, -2.606, 0.809], [3.492, -6.656, -2.125], [2.066, -5.801, -2.715], [2.390, -6.010, -0.854], [2.520, 2.393, 1.405], [3.528, 2.788, 0.364], [3.220, 3.917, -0.472], [5.019, 2.970, 1.056], [5.539, 1.993, 2.031], [4.977, 2.211, 3.456], [4.033, 1.373, -0.800], [6.620, 2.131, 2.034], [5.326, 0.967, 1.731], [5.487, 3.136, 3.726], [5.454, 1.417, 4.030], [3.900, 2.188, 3.624], [4.360, 1.864, -1.716], [3.053, 0.985, -1.080], [4.799, 0.677, -0.457], [-4.982, 0.483, -0.560], [-4.937, 0.976, 0.823], [-5.479, 0.163, 1.932], [-3.485, 1.602, 1.207], [-2.380, 0.802, 1.061], [-2.143, 0.024, 2.358], [-5.860, 2.540, 0.855], [-1.524, 1.474, 1.124], [-2.270, 0.155, 0.192], [-2.363, 0.587, 3.265], [-1.073, -0.062, 2.550], [-2.643, -0.944, 2.412], [-5.587, 3.155, -0.003], [-5.733, 3.121, 1.768], [-6.937, 2.371, 0.837], [-2.350, 2.598, -4.270], [-2.076, 1.812, -3.027], [-1.341, 0.541, -3.102], [-1.077, 2.737, -2.068], [0.309, 2.738, -2.318], [0.889, 3.298, -0.991], [-3.462, 1.741, -1.790], [0.562, 3.503, -3.052], [0.846, 1.807, -2.499], [0.592, 2.516, -0.292], [0.493, 4.286, -0.758], [1.977, 3.360, -0.999], [-3.322, 1.014, -0.990], [-4.315, 1.444, -2.399], [-3.662, 2.767, -1.482], [0.680, 2.350, 3.003], [0.089, 3.698, 3.217], [0.957, 4.813, 3.585], [-0.800, 4.235, 1.881], [-1.368, 3.309, 1.058], [-2.026, 3.869, -0.174], [-1.295, 3.596, 4.462], [-2.059, 2.676, 1.616], [-0.540, 2.645, 0.808], [-1.297, 4.357, -0.820], [-2.722, 4.576, 0.278], [-2.572, 3.177, -0.816], [-2.031, 2.910, 4.040], [-1.832, 4.535, 4.594], [-1.008, 3.263, 5.459], [1.625, -1.422, 1.312], [1.269, -0.278, 0.512], [1.974, -0.004, -0.665], [-0.350, -0.310, 0.094], [-0.786, -1.594, -0.465], [-1.254, -1.278, -1.829], [1.102, 1.212, 1.584], [-1.561, -2.027, 0.168], [0.085, -2.240, -0.579], [-2.109, -0.603, -1.869], [-1.665, -2.190, -2.262], [-0.441, -0.910, -2.454], [1.659, 1.128, 2.518], [0.039, 1.278, 1.818], [1.426, 2.102, 1.045], [-0.712, -3.362, -1.623], [-1.953, -3.750, -2.263], [-2.281, -3.358, -3.659], [-2.369, -5.388, -2.080], [-1.401, -6.227, -1.530], [-0.028, -6.231, -2.143], [-3.339, -3.072, -1.273], [-1.809, -7.238, -1.499], [-1.358, -6.044, -0.456], [0.223, -7.281, -1.992], [0.561, -5.527, -1.555], [-0.022, -6.071, -3.221], [-4.230, -3.698, -1.255], [-3.697, -2.185, -1.796], [-3.102, -2.953, -0.215]], "orbital_gap_ev": 8.75, "energy_ev": -141501.328, "charge": 0, "lumo_ev": -0.0120}

---

{"formula": "C21H56O21S7", "method": "the ωB97M-V functional and the def2-TZVPD basis", "species": ["C", "C", "O", "S", "C", "O", "O", "H", "H", "H", "H", "H", "H", "H", "H", "C", "C", "O", "S", "C", "O", "O", "H", "H", "H", "H", "H", "H", "H", "H", "C", "C", "O", "S", "C", "O", "O", "H", "H", "H", "H", "H", "H", "H", "H", "C", "C", "O", "S", "C", "O", "O", "H", "H", "H", "H", "H", "H", "H", "H", "C", "C", "O", "S", "C", "O", "O", "H", "H", "H", "H", "H", "H", "H", "H", "C", "C", "O", "S", "C", "O", "O", "H", "H", "H", "H", "H", "H", "H", "H", "C", "C", "O", "S", "C", "O", "O", "H", "H", "H", "H", "H", "H", "H", "H"], "positions_angstrom": [[10.530, -14.993, 38.911], [10.256, -16.368, 38.266], [9.453, -17.168, 39.139], [10.292, -18.330, 40.010], [9.787, -17.798, 41.639], [9.639, -19.576, 39.738], [11.713, -18.147, 39.822], [11.486, -14.954, 39.435], [9.768, -14.879, 39.690], [10.373, -14.108, 38.297], [9.547, -16.138, 37.468], [11.175, -16.780, 37.863], [9.826, -18.703, 42.241], [8.810, -17.323, 41.643], [10.501, -17.022, 41.910], [7.645, -23.570, 39.995], [7.868, -22.079, 39.926], [6.591, -21.431, 39.724], [5.736, -20.927, 40.977], [6.789, -19.648, 41.678], [4.572, -20.246, 40.443], [5.596, -21.995, 41.944], [7.319, -23.942, 40.963], [8.580, -24.092, 39.762], [6.932, -23.865, 39.224], [8.352, -21.750, 40.849], [8.529, -21.775, 39.120], [6.132, -19.189, 42.416], [7.081, -18.878, 40.971], [7.646, -20.190, 42.072], [13.549, -24.557, 39.519], [14.145, -24.967, 38.207], [14.772, -26.262, 38.454], [15.133, -27.162, 37.177], [15.686, -28.671, 38.005], [13.932, -27.382, 36.411], [16.284, -26.624, 36.520], [14.301, -24.340, 40.276], [12.889, -25.366, 39.836], [12.939, -23.665, 39.361], [13.362, -25.104, 37.462], [14.943, -24.298, 37.889], [16.577, -28.544, 38.606], [15.864, -29.329, 37.155], [14.833, -29.079, 38.545], [9.094, -29.481, 43.326], [9.421, -28.255, 42.551], [8.950, -27.102, 43.265], [9.896, -25.763, 43.285], [10.574, -25.991, 44.930], [10.915, -25.861, 42.280], [8.964, -24.642, 43.358], [8.027, -29.537, 43.551], [9.623, -29.627, 44.268], [9.344, -30.348, 42.707], [10.493, -28.165, 42.329], [9.083, -28.298, 41.510], [11.243, -26.843, 44.873], [9.669, -26.133, 45.514], [11.064, -25.056, 45.193], [13.730, -18.503, 42.790], [13.189, -19.805, 43.341], [11.921, -20.065, 42.768], [11.134, -21.462, 43.117], [11.804, -22.433, 41.775], [11.568, -21.916, 44.415], [9.763, -21.104, 42.885], [13.790, -18.636, 41.706], [14.778, -18.329, 43.044], [13.216, -17.583, 43.058], [13.938, -20.592, 43.207], [13.074, -19.740, 44.429], [11.364, -22.110, 40.835], [11.575, -23.478, 41.998], [12.888, -22.394, 41.676], [5.187, -22.683, 45.296], [6.394, -23.547, 45.612], [6.829, -23.113, 46.932], [8.319, -23.607, 47.355], [9.342, -22.533, 46.259], [8.661, -23.176, 48.675], [8.431, -25.006, 47.029], [4.341, -22.942, 45.931], [4.961, -22.656, 44.232], [5.418, -21.646, 45.555], [6.197, -24.614, 45.669], [7.139, -23.369, 44.834], [8.927, -21.561, 46.530], [9.119, -22.784, 45.228], [10.377, -22.482, 46.577], [16.592, -11.580, 45.396], [15.540, -12.652, 45.001], [15.213, -13.468, 46.148], [15.858, -14.928, 46.106], [14.931, -15.770, 44.831], [17.250, -14.860, 45.720], [15.510, -15.579, 47.355], [16.060, -10.956, 46.112], [16.859, -11.018, 44.505], [17.442, -12.072, 45.859], [14.602, -12.152, 44.764], [15.917, -13.184, 44.129], [14.208, -16.430, 45.293], [15.717, -16.171, 44.195], [14.395, -15.030, 44.237]], "orbital_gap_ev": 10.74, "energy_ev": -141525.120, "charge": 0, "smiles": "CCOS(C)(=O)=O.CCOS(C)(=O)=O.CCOS(C)(=O)=O.CCOS(C)(=O)=O.CCOS(C)(=O)=O.CCOS(C)(=O)=O.CCOS(C)(=O)=O", "lumo_ev": -0.1187}